1.
{"formula": "C8H28BO8SSr", "method": "ωB97M-V with the def2-TZVPD basis set", "charge": -1, "fmax_ev_per_a": 7.44, "multiplicity": 1, "gap_ev": 4.5, "lumo_ev": 1.7, "relative_energy_kj_mol": 424.5, "homo_ev": -2.80, "elements": ["Sr", "S", "O", "O", "O", "O", "O", "O", "O", "O", "C", "C", "C", "C", "C", "C", "C", "C", "B", "H", "H", "H", "H", "H", "H", "H", "H", "H", "H", "H", "H", "H", "H", "H", "H", "H", "H", "H", "H", "H", "H", "H", "H", "H", "H", "H", "H"], "positions_angstrom": [[-8.22, 14.39, -11.26], [-5.87, 13.71, -9.43], [-8.44, 12.71, -13.18], [-4.53, 14.02, -8.97], [-7.23, 16.31, -12.96], [-6.39, 12.53, -8.75], [-6.87, 14.71, -9.05], [-6.02, 13.50, -10.83], [-9.04, 16.70, -10.37], [-10.41, 14.85, -12.63], [-11.19, 16.89, -13.63], [-7.70, 11.49, -13.04], [-11.13, 15.57, -9.41], [-7.75, 10.83, -14.47], [-5.89, 16.14, -13.24], [-10.49, 15.50, -13.90], [-5.71, 14.78, -13.78], [-9.85, 16.40, -9.24], [-9.21, 12.60, -9.60], [-11.03, 14.61, -9.91], [-9.91, 13.00, -10.32], [-12.22, 16.71, -13.31], [-8.73, 10.87, -14.95], [-10.66, 17.42, -12.84], [-7.45, 17.12, -13.42], [-9.28, 15.79, -8.53], [-11.81, 16.10, -10.08], [-4.72, 14.36, -13.57], [-11.26, 14.48, -12.40], [-10.04, 17.31, -8.67], [-6.42, 14.02, -13.45], [-9.30, 12.35, -13.39], [-11.21, 17.32, -14.63], [-8.89, 13.45, -9.03], [-5.37, 16.20, -12.28], [-5.80, 14.85, -14.86], [-7.40, 9.81, -14.36], [-9.03, 17.62, -10.64], [-11.70, 15.36, -8.51], [-9.64, 11.88, -8.91], [-11.13, 14.91, -14.56], [-5.54, 16.95, -13.89], [-6.69, 11.76, -12.74], [-8.36, 12.13, -10.07], [-8.15, 11.01, -12.18], [-7.08, 11.39, -15.13], [-9.56, 15.70, -14.44]], "lowdin_charge": [1.49, 0.09, -0.22, -0.39, -0.13, -0.40, -0.49, -0.51, -0.16, -0.18, -0.06, -0.25, -0.08, -0.06, -0.33, -0.26, -0.08, -0.29, -0.49, 0.03, -0.11, 0.07, 0.06, 0.07, 0.09, 0.11, 0.06, 0.10, 0.10, 0.11, 0.04, 0.08, 0.07, -0.06, 0.13, 0.08, 0.07, 0.09, 0.09, -0.04, 0.11, 0.12, 0.11, -0.06, 0.12, 0.07, 0.11]}



2.
{"formula": "C8H28O7", "method": "ωB97M-V with the def2-TZVPD basis set", "charge": 1, "fmax_ev_per_a": 3.20, "multiplicity": 2, "gap_ev": [9.3, 5.8], "lumo_ev": [-4.3, -7.7], "s_squared": 0.75, "homo_ev": [-13.55, -13.53], "elements": ["O", "O", "O", "O", "O", "O", "O", "C", "C", "C", "C", "C", "C", "C", "C", "H", "H", "H", "H", "H", "H", "H", "H", "H", "H", "H", "H", "H", "H", "H", "H", "H", "H", "H", "H", "H", "H", "H", "H", "H", "H", "H", "H"], "positions_angstrom": [[-1.60, 2.68, 2.23], [-0.34, 1.94, -3.44], [-2.47, 0.34, 2.91], [-2.89, 1.96, -0.12], [1.93, -1.73, 3.93], [-0.09, -0.54, -4.38], [3.09, -2.47, 1.53], [0.06, -2.51, -1.20], [1.54, 2.48, 1.37], [1.59, 0.09, -1.13], [0.62, 2.24, 0.45], [0.47, -0.22, -0.34], [0.22, -1.62, 0.02], [-0.07, 0.85, 0.51], [-1.39, -2.51, -1.67], [-0.23, 0.39, -4.13], [-1.88, 1.11, 3.09], [-1.49, -2.37, -2.75], [2.17, 1.00, -1.18], [-1.92, 3.57, 2.44], [-1.99, -0.29, 3.46], [-2.16, 2.43, 1.47], [-3.73, 1.51, -0.11], [-0.19, 0.37, 1.49], [0.30, -3.56, -1.04], [-1.15, 1.09, 0.37], [0.67, -2.27, -2.08], [0.12, 2.83, -0.31], [0.86, -0.39, -4.42], [0.26, 2.70, -3.44], [1.78, 1.86, 2.21], [-2.53, 1.89, -1.01], [3.94, -2.11, 1.80], [-2.06, -1.69, -1.41], [2.31, -1.83, 3.07], [2.15, 3.37, 1.30], [3.13, -2.61, 0.58], [2.11, -0.71, -1.65], [-0.54, 1.88, -2.50], [1.02, -1.99, 4.05], [0.99, -1.93, 0.76], [-2.01, -3.37, -1.44], [-0.62, -1.83, 0.70]], "nbo_charge": [-0.98, -0.92, -0.96, -0.95, -0.97, -0.94, -0.96, -0.43, -0.33, -0.11, -0.20, 0.31, -0.53, -0.60, -0.64, 0.48, 0.49, 0.25, 0.24, 0.49, 0.46, 0.50, 0.51, 0.30, 0.24, 0.34, 0.23, 0.21, 0.45, 0.49, 0.22, 0.48, 0.50, 0.20, 0.49, 0.22, 0.48, 0.20, 0.46, 0.48, 0.32, 0.23, 0.27]}



3.
{"formula": "C8H28O8Y", "method": "ωB97M-V with the def2-TZVPD basis set", "charge": 0, "fmax_ev_per_a": 4.40, "multiplicity": 2, "gap_ev": [5.7, 8.3], "lumo_ev": [-0.3, -0.6], "s_squared": 0.75, "homo_ev": [-6.02, -8.90], "elements": ["Y", "O", "O", "O", "O", "O", "O", "O", "O", "C", "C", "C", "C", "C", "C", "C", "C", "H", "H", "H", "H", "H", "H", "H", "H", "H", "H", "H", "H", "H", "H", "H", "H", "H", "H", "H", "H", "H", "H", "H", "H", "H", "H", "H", "H"], "positions_angstrom": [[-28.75, -28.79, -11.41], [-27.07, -30.29, -10.50], [-27.96, -26.48, -6.79], [-22.94, -23.95, -8.12], [-24.34, -31.30, -10.35], [-27.09, -27.69, -12.66], [-26.99, -25.35, -14.56], [-27.74, -27.56, -9.60], [-24.11, -27.74, -14.21], [-24.01, -29.12, -14.47], [-27.98, -25.10, -6.95], [-27.11, -30.87, -9.13], [-25.84, -24.96, -15.30], [-26.87, -26.65, -10.29], [-24.00, -24.51, -8.82], [-26.27, -27.04, -11.69], [-23.39, -30.57, -11.12], [-25.77, -25.54, -16.22], [-27.07, -31.96, -9.23], [-28.40, -24.44, -6.18], [-26.00, -23.95, -15.67], [-23.71, -25.44, -9.31], [-24.09, -29.33, -15.53], [-26.18, -30.60, -8.64], [-24.23, -23.72, -9.53], [-23.25, -23.62, -7.27], [-22.83, -29.91, -10.47], [-27.42, -25.72, -10.35], [-24.85, -24.74, -8.17], [-24.99, -27.49, -13.90], [-24.11, -29.97, -11.68], [-24.75, -29.76, -13.98], [-25.76, -26.18, -12.12], [-26.97, -24.76, -7.17], [-23.87, -31.91, -9.77], [-26.88, -26.19, -14.10], [-26.08, -26.38, -9.60], [-25.43, -27.70, -11.49], [-22.75, -31.06, -11.86], [-28.00, -30.63, -8.55], [-26.22, -30.60, -10.83], [-28.39, -24.83, -7.92], [-23.07, -29.55, -14.15], [-24.95, -25.07, -14.67], [-27.69, -26.83, -7.64]], "nbo_charge": [1.69, -0.85, -0.74, -0.73, -0.76, -1.05, -0.75, -1.04, -0.73, -0.24, -0.25, -0.26, -0.25, -0.12, -0.25, -0.13, -0.26, 0.16, 0.18, 0.18, 0.18, 0.17, 0.16, 0.21, 0.17, 0.47, 0.18, 0.15, 0.16, 0.49, 0.18, 0.16, 0.17, 0.14, 0.48, 0.49, 0.16, 0.14, 0.18, 0.21, 0.53, 0.16, 0.16, 0.17, 0.50]}



4.
{"formula": "C8H29FN2O10PS2", "method": "ωB97M-V with the def2-TZVPD basis set", "charge": -1, "fmax_ev_per_a": 3.41, "multiplicity": 1, "gap_ev": 8.3, "lumo_ev": 2.4, "homo_ev": -5.86, "elements": ["S", "S", "P", "F", "O", "O", "O", "O", "O", "O", "O", "O", "O", "O", "N", "N", "C", "C", "C", "C", "C", "C", "C", "C", "H", "H", "H", "H", "H", "H", "H", "H", "H", "H", "H", "H", "H", "H", "H", "H", "H", "H", "H", "H", "H", "H", "H", "H", "H", "H", "H", "H", "H"], "positions_angstrom": [[0.43, -0.81, 1.58], [1.52, 0.37, -0.67], [3.34, 0.20, -1.88], [2.51, -0.21, 3.62], [1.50, 1.77, -0.20], [-0.86, -0.90, 0.86], [3.23, -1.25, -2.69], [-0.01, 0.06, -5.25], [4.21, 4.62, 1.92], [-5.58, -5.10, 0.51], [-3.29, -2.54, -0.51], [0.63, -2.00, 2.43], [-2.71, 1.54, -1.85], [0.40, 0.10, -1.62], [1.71, -0.76, 0.53], [4.60, -0.04, -0.69], [-2.95, -3.82, -1.02], [4.71, 5.72, 2.66], [0.38, 0.62, 2.68], [1.67, 0.88, 3.51], [-3.40, 0.38, -2.30], [-5.78, -4.99, 1.91], [2.49, 2.11, 3.01], [-0.79, 1.21, -5.54], [4.96, 4.18, 1.52], [-0.43, 0.41, 3.39], [-1.88, -3.88, -1.23], [1.82, 2.87, 2.60], [0.08, 0.01, -4.29], [5.23, 6.42, 2.01], [-6.59, -4.28, 2.12], [0.07, 1.53, 2.14], [5.39, 5.37, 3.45], [-3.27, -0.43, -1.59], [-5.34, -4.22, 0.18], [2.94, -1.91, -2.04], [-3.50, -3.97, -1.95], [3.28, 1.81, 2.31], [5.27, -0.70, -1.07], [-4.86, -4.65, 2.40], [-4.46, 0.62, -2.39], [-3.23, -4.60, -0.31], [-1.78, 1.30, -1.78], [1.34, 1.13, 4.53], [3.86, 6.23, 3.12], [-6.05, -5.97, 2.29], [-0.30, 2.10, -5.15], [-0.91, 1.30, -6.62], [2.97, 2.54, 3.91], [-3.02, 0.08, -3.28], [5.04, 0.85, -0.51], [-2.79, -2.42, 0.31], [-1.78, 1.11, -5.08]], "nbo_charge": [2.24, 1.90, 1.01, -0.35, -0.99, -0.99, -0.97, -0.74, -0.71, -0.73, -0.74, -0.97, -0.75, -1.00, -1.18, -1.15, -0.26, -0.25, -0.70, 0.22, -0.25, -0.25, -0.63, -0.24, 0.46, 0.24, 0.18, 0.22, 0.49, 0.16, 0.16, 0.26, 0.16, 0.20, 0.48, 0.50, 0.17, 0.23, 0.38, 0.17, 0.16, 0.16, 0.49, 0.14, 0.18, 0.17, 0.16, 0.16, 0.19, 0.14, 0.38, 0.49, 0.16]}



5.
{"formula": "C8H2BF10NO8S2Tl", "method": "ωB97M-V with the def2-TZVPD basis set", "charge": -1, "fmax_ev_per_a": 4.42, "multiplicity": 1, "gap_ev": 3.9, "lumo_ev": -3.5, "homo_ev": -7.38, "elements": ["Tl", "S", "S", "F", "F", "F", "F", "F", "F", "F", "F", "F", "F", "O", "O", "O", "O", "O", "O", "O", "O", "N", "C", "C", "C", "C", "C", "C", "C", "C", "B", "H", "H"], "positions_angstrom": [[0.23, -0.24, 0.50], [4.31, 0.02, 0.88], [3.19, 2.29, 0.84], [2.91, -1.91, -0.30], [-1.48, -4.12, -1.42], [4.40, 2.35, -1.54], [-1.80, -2.29, -0.06], [4.39, -2.67, 1.12], [5.01, -1.94, -0.78], [-1.22, -4.36, 0.80], [0.30, -2.99, -0.45], [4.58, 4.16, -0.38], [2.73, 3.68, -1.42], [-1.96, 0.38, -1.20], [-6.50, 0.60, -1.94], [4.12, 2.65, 1.87], [1.85, 2.83, 1.09], [5.50, 0.46, 0.21], [4.52, -0.15, 2.32], [-2.44, 0.27, 1.49], [-6.92, 0.10, 0.75], [2.94, 0.70, 0.43], [4.14, -1.76, 0.21], [-5.79, 0.22, 0.28], [-4.72, -0.01, 1.14], [-4.25, 0.58, -1.65], [-5.55, 0.53, -1.14], [-3.10, 0.33, -0.82], [3.76, 3.19, -0.75], [-3.35, 0.16, 0.72], [-1.06, -3.48, -0.27], [-4.80, -0.29, 2.18], [-3.94, 0.70, -2.68]], "nbo_charge": [0.92, 2.16, 2.14, -0.32, -0.56, -0.31, -0.61, -0.30, -0.31, -0.56, -0.60, -0.30, -0.31, -0.47, -0.44, -0.88, -0.97, -0.94, -0.92, -0.47, -0.43, -1.19, 0.75, 0.31, -0.02, -0.06, 0.32, 0.39, 0.76, 0.39, 1.35, 0.25, 0.25]}



Repeat the fourth record exactly.
{"formula": "C8H29FN2O10PS2", "method": "ωB97M-V with the def2-TZVPD basis set", "charge": -1, "fmax_ev_per_a": 3.41, "multiplicity": 1, "gap_ev": 8.3, "lumo_ev": 2.4, "homo_ev": -5.86, "elements": ["S", "S", "P", "F", "O", "O", "O", "O", "O", "O", "O", "O", "O", "O", "N", "N", "C", "C", "C", "C", "C", "C", "C", "C", "H", "H", "H", "H", "H", "H", "H", "H", "H", "H", "H", "H", "H", "H", "H", "H", "H", "H", "H", "H", "H", "H", "H", "H", "H", "H", "H", "H", "H"], "positions_angstrom": [[0.43, -0.81, 1.58], [1.52, 0.37, -0.67], [3.34, 0.20, -1.88], [2.51, -0.21, 3.62], [1.50, 1.77, -0.20], [-0.86, -0.90, 0.86], [3.23, -1.25, -2.69], [-0.01, 0.06, -5.25], [4.21, 4.62, 1.92], [-5.58, -5.10, 0.51], [-3.29, -2.54, -0.51], [0.63, -2.00, 2.43], [-2.71, 1.54, -1.85], [0.40, 0.10, -1.62], [1.71, -0.76, 0.53], [4.60, -0.04, -0.69], [-2.95, -3.82, -1.02], [4.71, 5.72, 2.66], [0.38, 0.62, 2.68], [1.67, 0.88, 3.51], [-3.40, 0.38, -2.30], [-5.78, -4.99, 1.91], [2.49, 2.11, 3.01], [-0.79, 1.21, -5.54], [4.96, 4.18, 1.52], [-0.43, 0.41, 3.39], [-1.88, -3.88, -1.23], [1.82, 2.87, 2.60], [0.08, 0.01, -4.29], [5.23, 6.42, 2.01], [-6.59, -4.28, 2.12], [0.07, 1.53, 2.14], [5.39, 5.37, 3.45], [-3.27, -0.43, -1.59], [-5.34, -4.22, 0.18], [2.94, -1.91, -2.04], [-3.50, -3.97, -1.95], [3.28, 1.81, 2.31], [5.27, -0.70, -1.07], [-4.86, -4.65, 2.40], [-4.46, 0.62, -2.39], [-3.23, -4.60, -0.31], [-1.78, 1.30, -1.78], [1.34, 1.13, 4.53], [3.86, 6.23, 3.12], [-6.05, -5.97, 2.29], [-0.30, 2.10, -5.15], [-0.91, 1.30, -6.62], [2.97, 2.54, 3.91], [-3.02, 0.08, -3.28], [5.04, 0.85, -0.51], [-2.79, -2.42, 0.31], [-1.78, 1.11, -5.08]], "nbo_charge": [2.24, 1.90, 1.01, -0.35, -0.99, -0.99, -0.97, -0.74, -0.71, -0.73, -0.74, -0.97, -0.75, -1.00, -1.18, -1.15, -0.26, -0.25, -0.70, 0.22, -0.25, -0.25, -0.63, -0.24, 0.46, 0.24, 0.18, 0.22, 0.49, 0.16, 0.16, 0.26, 0.16, 0.20, 0.48, 0.50, 0.17, 0.23, 0.38, 0.17, 0.16, 0.16, 0.49, 0.14, 0.18, 0.17, 0.16, 0.16, 0.19, 0.14, 0.38, 0.49, 0.16]}